# 1
78
Properties=species:S:1:pos:R:3:forces:R:3 method="wB97M-V/def2-TZVPD" homo_energy_ha="-0.2835 / -0.2835" multiplicity=6 s_squared=9.332 orbital_gap_ev="7.792 / 7.793"
C -3.0183 -2.3137 -1.3058 -0.5 -0.1 0.4
C -2.6845 -1.2922 -2.3400 -0.1 0.4 -1.0
H -3.8922 -1.9856 -0.7272 0.2 -0.2 0.1
H -2.1950 -2.5166 -0.6158 -0.1 0.1 0.0
H -3.2907 -3.2621 -1.7957 0.1 0.2 0.2
C -3.5851 -0.9949 -3.3045 1.4 -0.4 0.2
C -5.0159 -1.3674 -3.2910 -0.7 -0.2 -0.1
H -3.2591 -0.5565 -4.2527 0.0 0.2 0.7
H -5.4876 -1.2179 -2.3132 0.1 -0.1 -0.1
H -5.1913 -2.4035 -3.6071 0.0 0.0 0.1
H -5.5391 -0.7266 -4.0070 -0.1 -0.1 0.1
Dy 0.6642 -1.6368 0.3585 -0.3 0.2 -0.3
Cl 1.8764 -2.5862 -1.7148 0.1 0.0 0.0
C 3.4860 -0.1715 -0.1997 -0.8 0.2 0.1
O 2.3667 -0.1471 0.3868 1.8 0.1 -0.3
N 4.2707 0.8926 -0.3348 -0.4 0.2 0.2
C 3.9353 2.1550 0.3350 -0.2 0.1 -0.2
C 5.2366 0.9218 -1.4384 -0.2 -0.3 -0.2
H 3.8742 -1.0872 -0.6703 -0.3 0.1 0.0
H 3.8464 2.0018 1.4192 -0.1 0.0 -0.4
H 3.0026 2.5850 -0.0584 0.2 -0.2 0.2
H 4.7526 2.8506 0.1292 -0.2 -0.1 0.2
H 5.8167 -0.0124 -1.4184 0.0 0.4 -0.1
H 5.8769 1.8009 -1.3214 0.0 -0.4 0.0
H 4.7092 1.0022 -2.4095 0.3 0.0 0.5
H 4.2060 0.1001 4.8978 -0.2 0.1 0.1
H 4.7236 -2.5018 5.7366 -0.2 0.0 0.0
C 3.1725 -0.1867 5.1392 0.1 -0.2 0.0
C 3.6315 -2.5170 5.8478 0.0 0.1 -0.3
N 2.9861 -1.6122 4.9030 0.0 0.4 -0.2
H 2.4734 0.3709 4.5144 0.2 -0.1 0.1
C 2.3956 -2.0251 3.7662 -0.4 0.1 -0.6
O 1.8936 -1.2760 2.9054 0.5 -0.8 0.9
H 3.2706 -3.5309 5.6843 0.0 0.0 0.0
H 2.3754 -3.1257 3.6661 -0.1 0.2 -0.1
H 2.9828 0.0125 6.1978 0.0 0.1 -0.1
H 3.3898 -2.2073 6.8694 0.0 -0.1 -0.2
H -2.6815 -2.1975 5.3322 -0.1 0.7 0.0
H -3.7255 -0.9046 2.0498 0.1 0.0 0.0
C -2.6423 -1.1059 5.1321 0.2 -0.2 0.1
C -3.4786 -0.2714 2.9010 0.2 -0.3 0.3
N -2.4014 -0.8535 3.7092 0.5 -0.2 -0.1
H -1.8442 -0.6579 5.7572 -0.5 -0.2 -0.3
C -1.2506 -1.2141 3.1525 0.1 0.2 -1.3
O -1.0253 -1.0557 1.9174 -0.2 -0.4 1.9
H -3.1995 0.7141 2.5427 0.0 0.1 -0.1
H -0.5025 -1.6562 3.8508 -0.4 0.2 -0.6
H -3.6114 -0.6434 5.3583 0.5 -0.3 0.3
H -4.3220 -0.2120 3.5814 -0.2 0.2 -0.3
O -0.6524 -0.5797 -1.0754 -1.0 1.7 0.2
C -1.2200 -0.8107 -2.3632 -0.3 -0.8 -1.0
C -1.9310 1.3150 -3.8216 -0.1 0.0 -0.1
C -1.0388 0.2642 -3.4977 -0.2 -0.3 -0.7
H -2.8676 1.4472 -3.2834 0.6 0.0 0.0
C -1.7350 2.1685 -4.9205 -0.1 -0.4 0.4
H -0.6564 -1.6927 -2.6619 0.2 -0.1 -0.8
C -0.0559 0.0130 -4.4712 -0.2 0.1 -0.2
H -2.4437 2.9672 -5.1067 0.0 0.0 0.1
C -0.6969 1.9595 -5.8108 0.1 -0.4 0.4
C 0.0934 0.8317 -5.6021 0.3 -0.3 0.1
H 0.5496 -0.8908 -4.3793 0.0 0.3 0.1
H -0.5478 2.6185 -6.6614 0.0 -0.2 0.1
H 0.8246 0.5648 -6.3598 0.1 0.0 0.2
Si -0.9387 1.7121 -0.8968 3.4 1.0 -0.9
Cl -2.9892 1.5538 -0.8909 -1.5 -1.4 1.0
C -1.1483 3.4465 -1.6679 -0.7 0.6 0.2
C 0.7846 1.7312 -1.8661 0.3 -0.8 -0.3
C -0.3759 1.8003 0.9066 -0.1 0.2 0.4
H -0.4836 3.7079 -2.4823 0.3 -0.1 0.0
H -0.9809 4.1417 -0.8509 0.0 0.5 0.2
H -2.1569 3.5945 -2.0463 0.0 0.3 0.1
H -1.0977 1.3173 1.5881 0.3 0.5 -0.2
H -0.3287 2.8965 1.1004 0.0 -0.7 0.2
H 0.6306 1.3688 1.1180 -0.7 0.3 -0.3
H 0.5979 1.8928 -2.9377 0.1 0.1 0.5
H 1.4497 0.8625 -1.7966 -0.1 0.0 0.0
H 1.3651 2.6136 -1.5399 -0.4 -0.1 0.2
Br 0.6780 -4.1895 1.3618 -0.1 0.0 0.3

# 2
8
Properties=species:S:1:pos:R:3:forces:R:3 method="wB97M-V/def2-TZVPD" e_above_lowest_kcal_mol=13.68 homo_energy_ha=-0.3743 smiles="O=C(O)O.BrBr" orbital_gap_ev=8.760
C -0.5227 0.5894 0.2098 -0.6 -0.4 -0.3
O -0.3120 -0.1825 -0.8852 2.9 -0.8 1.3
O 0.5235 0.5743 1.1094 -2.4 1.2 -0.6
O -1.5190 1.2231 0.3796 0.6 0.0 0.3
Br 1.2841 2.5726 -1.2888 0.2 0.4 -0.1
Br 1.2971 4.4472 0.0284 0.0 -0.2 -0.1
H -0.8770 -0.3747 -1.6252 -1.3 0.8 0.3
H 1.1548 -0.1205 1.0669 0.6 -1.1 -0.8

# 3
21
Properties=species:S:1:pos:R:3:forces:R:3 method="wB97M-V/def2-TZVPD" e_above_lowest_kcal_mol=264.13 homo_energy_ha=-0.3062 orbital_gap_ev=9.121
C 1.5598 -2.1246 1.6609 1.9 -1.4 -0.6
C 0.8827 0.0991 0.9261 -2.0 0.6 -0.6
C -0.0179 0.0685 -0.4330 4.4 -0.9 2.5
C -1.1476 2.4191 0.1590 -5.5 -2.8 0.2
C -1.2178 1.9507 -1.1587 -4.2 -2.5 -2.1
H 2.1639 -2.9398 0.9232 -2.3 1.2 2.8
H 2.3275 -2.2333 2.9734 -2.6 0.7 -3.9
H 0.1660 -2.3044 1.8920 4.6 0.4 -0.8
H 2.0657 -1.3869 -0.3138 -1.4 2.3 3.4
H 0.0224 -0.2223 1.9186 2.8 0.8 -3.2
H 0.9898 1.4857 1.2087 0.8 -4.4 -0.9
H -0.8076 -1.9383 -2.4575 -0.3 -3.1 -0.3
H -1.8163 -0.7297 -1.6627 2.1 -1.5 -2.2
H -0.4442 2.9602 0.5266 5.0 3.0 2.0
H -2.1602 2.8191 0.5420 1.5 -1.5 0.0
H -0.5319 2.0922 -1.9140 2.0 0.2 -1.1
H -2.2339 1.7321 -1.6145 1.1 1.1 0.4
N 1.9160 -0.9297 0.7299 -0.8 -1.7 1.6
N 0.2302 -0.7174 -1.4529 -2.1 0.7 1.8
N -0.9547 -1.0051 -2.3278 -0.7 5.5 3.2
N -0.9917 0.9050 -0.1256 -4.2 3.3 -2.2

# 4
107
Properties=species:S:1:pos:R:3:forces:R:3 method="wB97M-V/def2-TZVPD" homo_energy_ha=-0.3424 orbital_gap_ev=7.216 total_charge=+1
C -1.9774 -1.8670 -3.1972 1.5 0.1 0.6
C -2.3340 -3.1466 -2.4124 -0.9 0.9 -0.3
C -1.3789 -3.2717 -1.2399 0.4 0.5 0.5
N -1.3132 -4.5834 -0.5273 -0.6 -2.2 -1.1
C -2.5938 -4.8181 0.2328 0.6 0.5 1.2
C -2.6639 -6.1759 0.9025 -0.9 -0.5 -0.1
C -2.5040 -7.2425 -0.1632 -0.8 -0.6 -0.2
C -1.1678 -7.0874 -0.8465 -0.1 -0.3 0.0
C -1.1499 -5.7302 -1.5343 0.8 -0.2 0.7
C -0.1489 -4.6100 0.3800 0.7 1.7 0.0
H -0.8796 -1.8150 -3.1796 -0.1 0.0 -0.5
H -2.2097 -0.9377 -2.6800 -0.6 -0.2 0.0
H -2.2878 -1.8257 -4.2352 -0.3 -0.2 0.0
H -2.3203 -3.9815 -3.1053 0.3 -0.1 0.1
H -3.3728 -3.0382 -2.0847 0.1 -0.3 0.2
H -1.5852 -2.5679 -0.4273 -0.3 0.2 -0.3
H -0.3666 -2.9995 -1.5412 0.0 -0.4 -0.1
H -3.4421 -4.6945 -0.4317 0.1 0.1 -0.2
H -2.5738 -4.0376 0.9965 -0.4 0.1 -0.1
H -3.6669 -6.2858 1.3255 0.0 0.3 0.0
H -2.0056 -6.3141 1.7599 0.3 0.2 -0.2
H -3.2977 -7.1144 -0.9177 0.2 0.4 0.0
H -2.7706 -8.2506 0.1623 0.7 0.0 0.5
H -1.0119 -7.8902 -1.5684 0.0 0.3 -0.3
H -0.3392 -7.1842 -0.1448 0.0 0.0 0.0
H -1.9856 -5.6781 -2.2162 0.1 0.1 -0.3
H -0.1668 -5.5760 -1.9768 -0.3 0.2 -0.5
H -0.2963 -3.7784 1.0709 0.1 -0.3 0.3
H 0.7337 -4.3314 -0.1993 0.0 -0.1 -0.1
H 0.0560 -5.5483 0.8673 -0.4 -0.1 0.2
C -6.2405 4.1910 -2.5746 0.0 0.2 1.3
C -5.0089 3.3095 -2.3428 -0.1 0.3 -2.0
C -3.8496 4.1200 -1.8150 -0.4 0.3 0.3
N -2.6920 3.3180 -1.3330 0.3 0.4 0.2
C -1.6401 4.3099 -0.8610 0.0 -0.1 -0.1
C -2.0455 5.0400 0.3829 -0.3 1.6 0.8
C -2.6025 4.1598 1.4792 0.8 -1.1 0.6
C -3.5780 3.0909 0.9987 -0.6 0.4 -0.3
C -3.0673 2.3731 -0.2319 0.4 -0.2 0.3
C -2.0902 2.5698 -2.4612 1.1 -0.4 0.3
H -6.0871 4.9482 -3.3394 0.0 -0.2 -0.2
H -6.4575 4.7414 -1.6496 -0.1 0.0 -0.1
H -7.1186 3.5881 -2.7852 0.0 0.0 -0.3
H -4.7493 2.9921 -3.3627 0.2 -0.4 0.3
H -5.2377 2.4015 -1.7966 -0.1 0.2 0.4
H -4.1899 4.7754 -1.0148 0.1 -0.2 0.2
H -3.4201 4.7857 -2.5633 -0.3 -0.1 -0.2
H -1.5281 4.9958 -1.6989 0.3 0.0 0.0
H -0.7167 3.7561 -0.7041 0.0 -0.1 0.0
H -2.7037 5.8975 0.1892 -0.3 -0.4 -0.3
H -1.1912 5.5979 0.7821 0.3 -0.4 -0.2
H -2.9737 4.7072 2.3441 -0.3 0.3 -0.3
H -1.7743 3.5930 1.9323 0.1 0.1 -0.3
H -4.5677 3.4886 0.7464 0.0 0.1 0.3
H -3.7020 2.3682 1.8036 -0.2 -0.1 -0.1
H -3.8009 1.7100 -0.6759 0.0 -0.2 0.2
H -2.1780 1.8028 0.0228 0.1 0.0 -0.2
H -1.9184 3.2458 -3.2938 -0.4 -0.1 -0.2
H -2.6214 1.6517 -2.6887 -0.5 0.3 -0.2
H -1.1113 2.2361 -2.1214 0.0 0.0 0.0
P 0.4528 0.2986 -0.2544 0.0 -1.2 0.3
F -0.3655 -0.4310 0.9305 0.2 -0.4 0.3
F 0.9410 -1.1262 -0.8696 0.1 -0.3 0.1
F -0.8823 0.1465 -1.1470 -0.3 0.6 -0.5
F 1.2248 1.0520 -1.4497 -0.1 0.2 -0.4
F 0.0006 1.7166 0.3381 -0.3 0.5 -0.1
F 1.7747 0.3283 0.6376 0.4 0.2 0.3
N 2.5079 -2.2512 1.8479 0.0 -0.5 -0.1
C 3.8445 -2.5311 1.8629 0.4 0.1 0.0
C 4.1339 -3.2316 3.0041 -0.7 0.0 0.2
C 2.8929 -3.4081 3.6971 0.2 -0.6 -0.1
C 1.9076 -2.8328 2.9434 0.1 0.7 -0.3
H 2.0815 -1.6068 1.2007 0.0 -0.2 0.1
H 4.4936 -2.2449 1.0479 -0.1 0.2 0.1
H 5.0908 -3.5860 3.3418 0.1 0.0 -0.2
H 2.7351 -4.0049 4.5812 0.0 0.2 0.1
H 0.8501 -2.7024 3.1025 0.0 0.0 0.2
N 4.2709 -0.4486 -1.3293 0.3 -0.1 -1.1
C 5.3408 0.0560 -0.6307 -0.9 -0.4 0.6
C 6.4055 -0.7770 -0.8446 -0.1 0.2 -0.3
C 6.0091 -1.7249 -1.8385 0.3 0.0 0.4
C 4.6976 -1.4782 -2.1347 -0.1 -0.1 0.5
H 3.3278 -0.1122 -1.3873 0.1 0.5 0.2
H 5.1702 0.8810 0.0428 0.2 0.0 0.0
H 7.3437 -0.7083 -0.3221 0.1 0.0 -0.2
H 6.6298 -2.5139 -2.2268 0.0 0.0 -0.2
H 4.0147 -1.9532 -2.8187 0.0 -0.1 0.0
N 3.8404 0.9840 4.8348 -0.7 -0.2 0.1
C 4.3354 1.7334 5.8632 0.0 -0.4 -0.2
C 4.2146 3.0488 5.5037 0.2 -0.2 0.5
C 3.5496 3.0900 4.2539 -0.1 0.5 0.1
C 3.3069 1.7986 3.8760 0.0 -0.3 0.1
H 3.6285 -0.0005 4.8579 0.3 0.0 0.1
H 4.6489 1.2301 6.7607 0.3 0.2 0.0
H 4.5699 3.8720 6.1014 -0.1 0.1 -0.1
H 3.2501 4.0152 3.7887 0.0 -0.2 -0.3
H 2.7096 1.3212 3.1218 0.1 0.3 -0.5
N 2.2955 3.6076 -0.5160 -0.9 -0.2 -0.1
C 2.1168 4.5694 -1.4643 -0.3 0.3 -0.1
C 2.7228 5.7202 -1.0340 0.3 -0.2 -0.7
C 3.3332 5.4175 0.2004 0.0 0.3 0.7
C 2.9752 4.1421 0.5447 0.6 -0.6 -0.4
H 1.8384 2.7067 -0.5904 0.5 0.3 0.3
H 1.5293 4.4135 -2.3545 0.1 -0.2 0.0
H 2.8263 6.5967 -1.6522 0.0 0.2 0.2
H 4.0098 6.0255 0.7767 -0.2 0.2 0.0
H 3.2877 3.5193 1.3662 -0.1 0.1 0.1

How do the records compare in strongest force on any atom? In the order shown, they have 3.650, 3.269, 6.438, 2.493 eV Å⁻¹.
How do the records compare in calculated total energy? In the order shown, they have -164263.1637, -147296.5861, -11328.7675, -70765.5080 eV.